Record 1
C18H23N3O8S | ωB97M-V with the def2-TZVPD basis set

Element x y z (Å)
1 S -0.34 1.79 -3.63
2 O 1.03 0.89 -4.05
3 O -0.04 2.71 -2.46
4 O 0.86 -5.95 1.33
5 O 4.53 -1.03 -3.07
6 O -0.73 1.60 1.90
7 O -1.56 0.77 -3.04
8 O -2.61 1.43 2.96
9 O 1.73 -6.77 3.13
10 N 1.08 -5.93 2.53
11 N 2.98 -1.30 -4.78
12 N -1.84 2.01 2.21
13 C 0.79 -4.74 4.68
14 C 2.18 1.73 -4.30
15 C -1.01 -0.47 -2.49
16 C -2.27 3.30 1.66
17 C -0.24 -3.85 2.68
18 C 0.54 -4.81 3.31
19 C -3.51 3.82 2.02
20 C -0.53 -2.73 4.79
21 C 3.45 1.10 -3.56
22 C 0.03 -0.27 -1.29
23 C 3.66 -0.46 -3.79
24 C 0.47 -1.67 -0.62
25 C 0.25 -3.69 5.42
26 C -1.84 5.21 0.27
27 C -3.07 5.75 0.64
28 C -0.78 -2.80 3.43
29 C -3.90 5.05 1.51
30 C -1.43 3.98 0.78
31 H -0.49 0.36 -0.48
32 H -0.44 -3.89 1.61
33 H -1.39 -2.05 2.94
34 H -0.06 -1.82 0.37
35 H 1.39 -5.49 5.18
36 H 0.21 -2.58 -1.27
37 H -0.55 -1.16 -3.28
38 H -3.38 6.71 0.25
39 H -1.90 -1.05 -2.05
40 H -1.19 5.76 -0.41
41 H 1.97 -1.36 -4.63
42 H 2.41 1.82 -5.41
43 H -4.86 5.47 1.80
44 H -4.17 3.29 2.70
45 H 0.98 0.28 -1.56
46 H 2.07 2.81 -3.90
47 H 3.22 -1.05 -5.75
48 H 3.28 1.25 -2.43
49 H -0.96 -1.92 5.38
50 H 0.44 -3.63 6.49
51 H -0.47 3.58 0.49
52 H 1.59 -1.71 -0.39
53 H 4.40 1.69 -3.85

## Properties
charge = 0
LUMO energy = -0.62 eV
gap between HOMO and LUMO = 9.34 eV
maximum force = 4.55 eV Å⁻¹
E_HOMO = -10.0 eV
total energy = -1863.779168 a.u.
ΔE to the lowest compared entry with this formula, charge and spin = 1040.7 kJ/mol

Record 2
C6H7N3O2 | ωB97M-V with the def2-TZVPD basis set

Element x y z (Å)
1 O 1.33 -2.05 -1.56
2 O -1.11 0.20 -0.79
3 N 0.97 0.48 -0.02
4 N -2.30 1.32 0.85
5 N 0.68 1.92 3.28
6 C 0.52 1.58 2.16
7 C 0.17 0.99 0.92
8 C -1.10 0.94 0.35
9 C 0.69 -0.86 -2.11
10 C 0.28 -0.02 -0.99
11 C 0.44 -3.04 -1.00
12 H -2.33 1.67 1.82
13 H 0.19 -3.81 -1.74
14 H -0.02 -1.09 -2.85
15 H -3.11 1.21 0.23
16 H 1.01 -3.67 -0.27
17 H 1.51 -0.38 -2.63
18 H -0.53 -2.69 -0.48

## Properties
charge = 0
LUMO energy = 0.48 eV
gap between HOMO and LUMO = 8.86 eV
maximum force = 3.62 eV Å⁻¹
SMILES = COCc1nc(C#N)c(N)o1
E_HOMO = -8.4 eV
total energy = -547.519967 a.u.
ΔE to the lowest compared entry with this formula, charge and spin = 169.3 kJ/mol

Record 3
C32H43BBrN7OS3Ti | ωB97M-V with the def2-TZVPD basis set

Element x y z (Å)
1 Br 11.18 9.06 13.47
2 Ti 13.16 11.10 12.60
3 S 14.11 10.68 14.73
4 S 13.85 13.39 12.30
5 S 13.89 10.37 10.53
6 O 7.14 11.27 11.16
7 N 17.62 12.21 13.55
8 N 15.96 12.41 11.18
9 N 11.12 11.45 12.04
10 N 16.97 12.18 10.29
11 N 17.16 9.40 12.43
12 N 16.32 11.80 13.67
13 N 16.11 9.99 11.93
14 C 15.38 14.48 10.27
15 C 19.72 13.02 14.58
16 C 17.43 8.16 12.06
17 C 18.25 12.83 8.32
18 C 18.57 7.35 12.73
19 C 15.56 8.20 10.55
20 C 9.04 10.34 12.08
21 C 18.27 13.89 7.15
22 C 17.12 13.13 9.39
23 C 17.89 6.30 13.67
24 C 16.40 11.57 16.02
25 C 19.47 8.26 13.62
26 C 17.81 11.46 7.77
27 C 19.70 12.74 8.98
28 C 15.81 11.39 17.40
29 C 20.25 13.04 13.18
30 C 19.50 14.42 15.16
31 C 15.27 9.46 11.01
32 C 10.58 12.49 11.31
33 C 9.27 12.40 10.87
34 C 19.43 6.61 11.59
35 C 17.74 11.99 15.92
36 C 8.43 11.35 11.31
37 C 14.86 7.73 9.33
38 C 20.66 12.14 15.45
39 C 15.70 11.43 14.80
40 C 14.59 15.77 10.29
41 C 16.32 14.32 9.34
42 C 10.33 10.42 12.42
43 C 16.63 7.50 11.10
44 C 15.15 13.47 11.18
45 C 18.31 12.33 14.65
46 B 15.91 11.45 12.26
47 H 20.61 11.16 15.09
48 H 14.83 16.34 11.17
49 H 18.41 11.98 16.75
50 H 17.98 10.66 8.52
51 H 19.60 13.57 12.47
52 H 16.59 11.43 18.09
53 H 20.35 6.32 12.04
54 H 21.72 12.42 15.28
55 H 17.42 5.56 13.01
56 H 19.85 11.73 9.52
57 H 21.24 13.52 13.13
58 H 18.85 5.71 11.28
59 H 13.79 7.81 9.44
60 H 18.37 14.84 7.58
61 H 19.17 13.67 6.54
62 H 19.31 14.33 16.26
63 H 6.69 12.02 10.68
64 H 11.20 13.40 11.28
65 H 17.39 13.92 6.49
66 H 19.93 9.08 13.03
67 H 20.17 7.67 14.09
68 H 15.10 8.38 8.50
69 H 15.14 6.70 9.19
70 H 16.89 6.44 10.84
71 H 8.33 9.58 12.46
72 H 15.26 10.36 17.39
73 H 8.94 13.13 10.19
74 H 14.87 16.36 9.38
75 H 13.53 15.52 10.32
76 H 19.78 13.64 9.61
77 H 18.41 11.25 6.83
78 H 20.39 14.94 14.98
79 H 18.79 8.75 14.32
80 H 18.69 15.00 14.68
81 H 16.47 15.10 8.59
82 H 18.64 5.83 14.29
83 H 15.05 12.12 17.67
84 H 20.44 12.92 8.21
85 H 19.76 7.27 10.75
86 H 20.55 12.30 16.56
87 H 16.80 11.45 7.34
88 H 20.40 11.99 12.80
89 H 17.03 6.71 14.22

## Properties
charge = +3
LUMO energy (spin up / spin down) = -9.89 / -9.96 eV
gap between HOMO and LUMO (spin up / spin down) = 6.91 / 7.35 eV
multiplicity = 2
maximum force = 4.13 eV Å⁻¹
E_HOMO (spin up / spin down) = -16.8 / -17.3 eV
total energy = -6345.763437 a.u.
ΔE to the lowest compared entry with this formula, charge and spin = 54.5 kJ/mol

Record 4
C16H23F4N2OPtS | ωB97M-V with the def2-TZVPD basis set

Element x y z (Å)
1 Pt -0.04 0.29 0.16
2 S -1.21 0.63 2.08
3 F 3.29 0.44 -3.52
4 F 0.51 4.85 -1.97
5 F -0.03 2.49 -0.78
6 F 3.77 2.77 -4.64
7 O -2.66 0.45 2.09
8 N 1.22 0.26 -1.41
9 N -0.30 -1.75 -0.48
10 C 2.15 3.87 -3.35
11 C 2.56 1.50 -3.11
12 C -1.42 -3.13 -2.30
13 C -0.25 2.19 4.06
14 C -0.51 -0.16 3.54
15 C -0.73 0.86 4.65
16 C 2.83 2.72 -3.70
17 C 1.11 -2.09 -0.81
18 C -0.85 2.32 2.66
19 C -2.23 -2.45 0.99
20 C -1.18 -1.76 -1.69
21 C 1.19 3.77 -2.36
22 C -0.79 -2.67 0.58
23 C 0.92 2.56 -1.77
24 C 1.71 -1.07 -1.76
25 C 1.58 1.38 -2.11
26 H -0.73 -1.09 -2.42
27 H -2.01 -3.01 -3.20
28 H 1.46 -1.31 -2.80
29 H -0.52 3.04 4.68
30 H 0.84 2.17 3.99
31 H -1.85 2.77 2.66
32 H 1.66 -2.11 0.13
33 H -0.11 -2.56 1.42
34 H -0.66 -3.69 0.21
35 H -2.93 -2.78 0.22
36 H -0.22 2.85 1.94
37 H -0.18 0.58 5.55
38 H 2.37 4.82 -3.82
39 H 0.55 -0.35 3.35
40 H -1.04 -1.11 3.64
41 H -1.97 -3.79 -1.63
42 H 1.17 -3.08 -1.26
43 H -2.45 -1.41 1.22
44 H -0.49 -3.63 -2.58
45 H -1.79 0.91 4.90
46 H 2.80 -1.13 -1.68
47 H -2.44 -3.04 1.88
48 H -2.12 -1.30 -1.39

## Properties
charge = +1
LUMO energy (spin up / spin down) = -4.90 / -4.90 eV
gap between HOMO and LUMO (spin up / spin down) = 5.93 / 5.92 eV
maximum force = 1.61 eV Å⁻¹
E_HOMO (spin up / spin down) = -10.8 / -10.8 eV
total energy = -1724.890001 a.u.
ΔE to the lowest compared entry with this formula, charge and spin = 53.8 kJ/mol

Record 5
C31H40FeN4O | ωB97M-V with the def2-TZVPD basis set

Element x y z (Å)
1 Fe 0.00 -0.05 0.21
2 O 0.51 -2.15 3.87
3 N -0.15 -2.22 6.06
4 N -0.28 -0.71 -2.91
5 N 0.17 -1.88 -1.16
6 N -1.34 -1.01 1.11
7 C -2.98 -2.11 2.53
8 C 0.89 2.67 -1.68
9 C 0.16 1.17 3.18
10 C 0.60 1.71 -5.60
11 C 0.21 -2.75 -2.22
12 C -2.36 -3.35 2.36
13 C -2.45 1.19 -2.63
14 C 0.14 -2.72 7.39
15 C 0.57 -2.64 5.01
16 C -1.38 1.37 -3.65
17 C 3.06 0.40 -0.98
18 C 1.70 0.45 1.23
19 C -1.19 -3.39 1.62
20 C 0.86 1.77 -0.49
21 C -1.35 2.52 -4.45
22 C -0.09 -2.03 -3.31
23 C -1.13 2.92 0.72
24 C -2.51 -0.99 1.83
25 C -0.39 2.69 -5.45
26 C -1.01 -1.06 5.91
27 C 2.69 -0.32 2.05
28 C 0.53 1.13 1.74
29 C 1.87 0.80 -0.16
30 C 0.49 -2.09 0.21
31 C -0.68 -2.21 1.05
32 C -0.26 -0.63 -1.57
33 C 0.66 0.60 -4.75
34 C -0.44 3.90 -6.35
35 C -0.36 0.41 -3.81
36 C 1.85 -0.30 -4.85
37 C -0.03 1.91 0.64
38 H 0.44 -3.79 -2.04
39 H -0.73 -2.55 8.03
40 H 0.78 1.90 3.73
41 H -3.06 -0.05 1.81
42 H 1.39 -2.66 0.38
43 H -1.67 -1.17 5.04
44 H 2.95 -0.60 -1.43
45 H -1.34 3.89 -6.99
46 H -1.88 2.61 1.46
47 H -0.76 3.91 1.01
48 H 2.40 -0.43 -3.91
49 H -0.18 -2.35 -4.33
50 H 3.32 0.36 2.65
51 H 3.26 1.09 -1.81
52 H -1.63 3.02 -0.25
53 H -3.80 -1.99 3.24
54 H 0.32 0.17 3.61
55 H 1.60 2.32 -2.43
56 H 1.35 1.82 -6.39
57 H 3.96 0.35 -0.34
58 H 2.54 0.16 -5.56
59 H 1.60 -1.30 -5.24
60 H 0.36 -3.79 7.32
61 H -0.64 -4.32 1.47
62 H 2.17 -1.01 2.73
63 H -0.42 -0.13 5.79
64 H 0.45 3.92 -7.00
65 H -3.15 0.40 -2.92
66 H -1.60 -0.97 6.83
67 H -3.02 2.13 -2.55
68 H -0.09 2.74 -2.16
69 H 1.01 -2.21 7.84
70 H -2.05 0.94 -1.64
71 H -0.46 4.83 -5.76
72 H 1.24 -3.49 5.24
73 H 3.35 -0.90 1.39
74 H -0.89 1.45 3.32
75 H -2.74 -4.26 2.84
76 H -2.12 3.28 -4.30
77 H 1.17 3.70 -1.39

## Properties
charge = -1
LUMO energy (spin up / spin down) = 2.67 / 2.66 eV
gap between HOMO and LUMO (spin up / spin down) = 2.63 / 5.55 eV
multiplicity = 6
maximum force = 2.88 eV Å⁻¹
E_HOMO (spin up / spin down) = 0.0 / -2.9 eV
total energy = -2763.052618 a.u.

Record 6
C39H99N5O13 | ωB97M-V with the def2-TZVPD basis set

Element x y z (Å)
1 O 12.15 -0.30 17.13
2 O 9.15 7.72 21.84
3 O 8.49 3.26 12.67
4 O 15.18 14.44 18.19
5 O 10.10 6.24 10.03
6 O 15.61 5.76 11.51
7 O 8.94 2.54 8.02
8 O 8.13 7.94 17.35
9 O 11.38 6.44 12.66
10 O 11.30 4.23 17.02
11 O 3.63 8.74 12.72
12 O 10.73 12.08 17.24
13 O 18.62 5.45 7.52
14 N 13.90 11.88 17.12
15 N 7.18 8.40 20.10
16 N 13.12 2.19 16.31
17 N 17.71 6.87 9.73
18 N 8.10 4.29 9.97
19 C 19.08 6.95 9.30
20 C 5.74 9.03 13.87
21 C 9.28 3.18 13.84
22 C 11.24 7.89 8.73
23 C 12.85 3.32 15.45
24 C 12.46 4.54 16.27
25 C 7.95 8.26 22.36
26 C 9.59 1.87 6.97
27 C 6.73 9.19 18.95
28 C 8.81 8.23 9.56
29 C 9.90 7.27 9.05
30 C 14.71 13.33 18.93
31 C 7.26 4.56 11.12
32 C 8.09 4.58 12.40
33 C 7.30 4.07 8.77
34 C 10.71 5.35 17.60
35 C 11.62 8.82 12.86
36 C 12.16 -1.32 18.09
37 C 9.56 7.64 13.75
38 C 13.50 12.74 18.22
39 C 7.36 9.18 21.31
40 C 13.35 -0.27 16.38
41 C 14.30 5.68 12.04
42 C 19.17 6.70 7.81
43 C 13.24 0.97 15.50
44 C 9.14 8.91 17.27
45 C 11.59 12.00 16.13
46 C 16.09 7.09 11.59
47 C 3.54 8.95 15.14
48 C 9.47 12.63 16.91
49 C 12.79 11.14 16.51
50 C 8.18 3.68 7.60
51 C 17.53 7.14 11.15
52 C 16.46 14.87 18.59
53 C 9.74 6.72 22.63
54 C 6.84 8.34 17.68
55 C 18.52 5.16 6.15
56 C 4.34 8.46 13.93
57 C 11.06 7.54 13.49
58 H 10.15 3.84 13.77
59 H 12.85 13.56 17.89
60 H 8.97 7.48 12.85
61 H 8.86 12.67 17.81
62 H 13.73 3.56 14.85
63 H 11.62 7.42 14.42
64 H 9.00 5.18 12.25
65 H 10.97 6.57 11.79
66 H 13.99 4.72 12.44
67 H 12.94 12.16 18.98
68 H 7.36 10.09 18.85
69 H 11.59 8.52 9.55
70 H 12.30 5.44 15.66
71 H 19.74 6.24 9.82
72 H 11.40 5.94 18.22
73 H 5.75 10.11 13.70
74 H 5.72 9.59 19.04
75 H 9.10 5.83 22.68
76 H 10.64 6.42 22.11
77 H 10.42 6.10 16.84
78 H 13.61 6.02 11.27
79 H 12.26 -2.31 17.62
80 H 6.21 7.48 17.90
81 H 8.85 9.70 16.55
82 H 18.09 6.03 5.62
83 H 8.56 9.01 8.84
84 H 9.94 7.05 23.65
85 H 12.38 0.87 14.83
86 H 9.59 2.14 13.95
87 H 14.16 6.35 12.90
88 H 9.15 8.69 10.49
89 H 16.79 15.60 17.86
90 H 14.61 11.23 17.43
91 H 8.70 3.47 10.07
92 H 7.59 3.38 6.73
93 H 13.43 -1.14 15.72
94 H 7.93 7.62 9.78
95 H 7.23 7.47 22.59
96 H 15.47 12.56 19.09
97 H 18.67 7.47 7.20
98 H 17.13 14.01 18.57
99 H 10.34 2.50 6.47
100 H 4.15 8.74 16.02
101 H 6.72 5.50 11.00
102 H 12.43 10.37 17.22
103 H 9.30 5.64 9.98
104 H 2.64 8.36 15.27
105 H 9.47 6.76 8.18
106 H 17.33 5.96 9.49
107 H 11.98 7.13 8.49
108 H 6.49 3.79 11.27
109 H 19.48 7.96 9.49
110 H 11.31 -1.30 18.78
111 H 8.08 8.00 19.85
112 H 6.34 8.91 16.89
113 H 6.83 5.00 8.45
114 H 10.10 1.02 7.42
115 H 9.36 6.86 14.49
116 H 8.89 1.57 6.19
117 H 9.31 8.62 14.16
118 H 9.41 9.38 18.21
119 H 15.46 7.70 10.93
120 H 10.00 8.48 16.76
121 H 16.03 7.47 12.61
122 H 17.94 8.14 11.33
123 H 8.70 3.46 14.72
124 H 12.67 8.73 12.57
125 H 6.55 3.29 8.94
126 H 16.46 15.38 19.56
127 H 11.18 8.49 7.82
128 H 8.90 4.48 7.43
129 H 9.53 13.65 16.52
130 H 12.02 3.13 14.76
131 H 20.22 6.74 7.47
132 H 14.18 -0.24 17.08
133 H 18.12 6.47 11.80
134 H 3.39 9.67 12.76
135 H 12.34 2.00 16.93
136 H 6.32 8.62 13.03
137 H 9.01 12.02 16.13
138 H 13.27 4.77 16.97
139 H 13.17 10.49 15.71
140 H 19.51 5.09 5.69
141 H 8.17 8.78 23.31
142 H 4.41 7.37 13.97
143 H 11.10 11.53 15.27
144 H 6.29 8.83 14.79
145 H 11.98 13.01 15.90
146 H 13.01 -1.16 18.77
147 H 17.99 4.23 5.99
148 H 11.62 9.69 13.52
149 H 8.00 10.06 21.14
150 H 3.35 10.03 15.12
151 H 11.09 9.00 11.92
152 H 7.55 5.07 13.22
153 H 6.40 9.54 21.67
154 H 14.42 13.69 19.93
155 H 14.07 1.05 14.79
156 H 9.85 5.10 18.22

## Properties
charge = 0
LUMO energy = 0.61 eV
gap between HOMO and LUMO = 9.12 eV
maximum force = 1.89 eV Å⁻¹
SMILES = COCCNCCOC.COCCNCCOC.COCCNCCOC.COCCNCCOC.COCCNCCOC.CC(C)O.CC(C)O.CC(C)O
E_HOMO = -8.5 eV
total energy = -2796.989341 a.u.
ΔE to the lowest compared entry with this formula, charge and spin = 0.0 kJ/mol

Record 7
C3H5NO2S2 | ωB97M-V with the def2-TZVPD basis set

Element x y z (Å)
1 S -0.47 -1.55 -1.11
2 S 2.45 -1.02 0.48
3 O 0.38 2.04 -0.81
4 O -2.67 -0.43 0.49
5 N 1.98 0.47 -0.30
6 C -1.52 0.25 0.64
7 C 0.67 0.90 -0.45
8 C -0.41 -0.14 -0.27
9 H 2.65 1.14 -0.59
10 H -2.49 -1.41 0.41
11 H -1.71 1.33 0.41
12 H 2.25 -1.82 -0.61
13 H -1.11 0.24 1.73

## Properties
charge = 0
LUMO energy = -1.07 eV
gap between HOMO and LUMO = 8.26 eV
maximum force = 2.78 eV Å⁻¹
SMILES = O=C(NS)C(=S)CO
E_HOMO = -9.3 eV
total energy = -1118.881831 a.u.
ΔE to the lowest compared entry with this formula, charge and spin = 172.1 kJ/mol

Record 8
CH5PS2 | ωB97M-V with the def2-TZVPD basis set

Element x y z (Å)
1 S 1.51 -0.11 0.84
2 S -0.59 -0.12 -0.60
3 P 2.82 0.92 -0.35
4 C -1.96 -0.63 0.43
5 H 2.69 0.00 -1.40
6 H -2.75 -0.18 -0.08
7 H 2.11 1.90 -0.89
8 H -2.19 -1.66 0.65
9 H -1.63 -0.12 1.39

## Properties
charge = 0
LUMO energy = -1.26 eV
gap between HOMO and LUMO = 7.47 eV
maximum force = 3.41 eV Å⁻¹
SMILES = CSSP
E_HOMO = -8.7 eV
total energy = -1178.757053 a.u.
ΔE to the lowest compared entry with this formula, charge and spin = 235.8 kJ/mol